# 1
{
  "formula": "C6H10BrN3",
  "method": "the ωB97M-V functional and the def2-TZVPD basis",
  "elements": ["C", "N", "C", "C", "N", "H", "H", "H", "H", "C", "N", "C", "C", "Br", "H", "H", "H", "H", "H", "H"],
  "xyz": [[4.348, 1.927, -0.399], [3.223, 2.295, 0.462], [2.201, 1.601, 0.283], [1.896, 0.610, -0.748], [1.763, -0.245, -1.509], [4.057, 1.218, -1.255], [5.062, 2.773, -0.699], [5.097, 1.350, 0.125], [1.517, 1.778, 1.101], [-4.305, -0.784, 0.126], [-2.985, -1.013, -0.232], [-2.010, -1.523, 0.566], [-0.717, -1.530, 0.315], [0.440, -2.426, 1.671], [-4.659, 0.355, 0.172], [-4.440, -1.115, 1.146], [-4.982, -1.097, -0.665], [-2.843, -0.887, -1.303], [-2.427, -1.830, 1.507], [-0.234, -1.457, -0.664]],
  "lowdin_charge": [-0.137, 0.014, -0.197, -0.180, 0.176, 0.086, 0.098, 0.068, 0.110, -0.158, -0.125, -0.310, -0.527, 0.516, 0.109, 0.076, 0.073, 0.189, 0.102, 0.018],
  "de_lowest_kcal_mol": 79.2,
  "orbital_gap_ev": 8.03,
  "e_homo_ev": -7.9,
  "smiles": "C/N=C\\C#N.CN/C=C/Br"
}

=====

# 2
{
  "formula": "C6H8P",
  "method": "the ωB97M-V functional and the def2-TZVPD basis",
  "elements": ["C", "C", "C", "C", "C", "C", "P", "H", "H", "H", "H", "H", "H", "H", "H"],
  "xyz": [[0.622, -0.465, -0.712], [0.779, -0.410, 0.722], [-0.300, 1.574, -0.103], [0.912, 1.046, 0.142], [-0.648, -0.642, -1.265], [-0.657, -0.483, 1.323], [-1.788, 0.146, 0.009], [1.461, -0.538, -1.406], [1.553, -0.864, 1.383], [-0.515, 2.584, -0.340], [1.849, 1.603, 0.007], [-0.842, -0.217, -2.323], [-0.779, -1.753, -1.371], [-0.741, -1.565, 1.569], [-0.906, -0.017, 2.367]],
  "lowdin_charge": [-0.188, -0.201, -0.005, -0.108, -0.357, -0.349, 1.095, 0.169, 0.181, 0.088, 0.159, 0.142, 0.137, 0.102, 0.136],
  "de_lowest_kcal_mol": 55.0,
  "orbital_gap_ev": 9.19,
  "e_homo_ev": -14.8,
  "total_charge": 1
}

=====

Which formula does entry 2 have? C6H8P